1.
Below is a molecular structure, C31H29F6N5O4P2SSn, with properties calculated with ωB97M-V with the def2-TZVPD basis set.

The multiplicity is 2. The value obtained for the HOMO energy (spin up / spin down) is -4.71 / -4.76 eV. The expectation value of S² is 0.764. The calculation puts the energy relative to the best compared isomer or geometry (same formula, charge and spin) at 29.65 kcal per mole. The total charge is -1.

The geometry in XYZ format:
```
79
Properties=species:S:1:pos:R:3:lowdin_charge:R:1
C -3.789 0.609 0.749 -0.164
N 1.087 -1.268 2.075 -0.149
H 2.437 6.392 1.120 0.092
N -1.038 -0.759 4.750 0.077
P 1.502 1.927 -2.946 0.156
O -0.287 2.070 4.433 -0.008
C 1.898 5.554 1.545 -0.105
H -2.037 -0.641 4.714 0.068
Sn -0.321 -0.327 0.602 1.216
H -4.894 -1.849 -6.515 0.096
H 3.840 -3.519 -2.356 0.101
F 1.309 2.634 -4.382 -0.158
C -3.285 -1.162 -3.646 -0.101
H -3.221 -3.648 -6.572 0.096
C 3.087 -2.536 2.612 -0.163
C 4.632 -2.243 4.436 -0.079
C -4.684 2.774 -0.947 -0.155
H -1.546 -3.890 -4.749 0.118
H -4.456 3.374 -1.827 0.069
F 0.688 3.147 -2.236 -0.177
C -3.225 -2.960 -5.736 -0.086
C -2.290 -3.104 -4.726 -0.003
C 4.319 -4.421 3.474 -0.087
C -2.330 -2.201 -3.672 -0.082
C 3.397 -3.893 2.581 -0.038
C 1.813 4.356 0.846 -0.072
C 4.942 -3.596 4.398 -0.098
C 1.287 5.674 2.787 -0.103
H 0.618 -0.922 -2.295 0.099
C -2.981 -0.462 -2.437 -0.298
N 0.777 -1.043 3.394 0.032
H -0.557 0.059 5.112 0.071
H -3.636 -0.453 0.557 0.038
C 0.491 3.403 2.632 -0.133
H 0.138 4.670 4.311 0.108
O -0.983 1.586 2.346 -0.223
H 1.350 6.608 3.334 0.090
H -5.651 2.290 -1.068 0.063
H -1.209 1.992 -1.523 0.037
H 3.445 -0.666 3.593 0.117
C 1.961 -2.593 -2.500 -0.029
S -1.613 -1.844 2.362 0.518
C 0.597 4.599 3.332 -0.043
C -1.834 2.346 -0.699 -0.185
F 2.888 2.706 -2.711 -0.152
C 3.159 -2.824 -0.409 -0.040
C -4.222 -1.019 -4.666 -0.018
H -3.113 0.905 1.564 0.042
H 4.550 -5.478 3.443 0.098
P -3.414 1.540 -0.722 0.826
C 1.105 3.292 1.388 -0.034
C 2.090 -1.959 1.681 -0.159
H 1.019 2.374 0.819 0.071
H -4.829 0.777 1.031 0.065
H 5.108 -1.595 5.161 0.100
H -1.322 2.132 0.244 -0.026
H 5.662 -4.008 5.094 0.096
C 0.884 -1.865 -1.816 -0.268
C 3.703 -1.716 3.554 -0.022
C -0.322 2.252 3.211 -0.628
N 1.026 -1.738 -0.437 -0.078
C -0.513 -1.161 3.562 -0.873
C 3.037 -3.026 -1.820 -0.074
H 4.052 -3.104 0.126 0.099
H 2.273 4.250 -0.128 0.099
F 1.652 1.203 -1.496 -0.195
H 1.872 -2.723 -3.570 0.109
C -1.517 -2.025 -2.483 -0.317
H -1.989 3.421 -0.799 0.080
O -3.661 0.660 -2.038 -0.124
C -4.181 -1.931 -5.704 -0.091
N -1.975 -0.970 -1.757 0.151
F 0.065 1.147 -3.151 -0.196
F 2.266 0.688 -3.635 -0.151
H -4.955 -0.223 -4.649 0.109
O -0.472 -2.720 -2.166 0.036
H 2.902 -4.535 1.864 0.117
H -4.700 3.416 -0.065 0.073
C 2.120 -2.208 0.216 -0.246
```

2.
Below is a molecular structure, C31H29FGaN8O4S, with properties calculated with ωB97M-V with the def2-TZVPD basis set.

The value obtained for the HOMO energy is -10.99 eV. The calculation puts the energy relative to the best compared isomer or geometry (same formula, charge and spin) at 59.88 kcal per mole. The total charge is +1.

The geometry in XYZ format:
```
75
Properties=species:S:1:pos:R:3:lowdin_charge:R:1
N -0.475 2.174 -0.376 -0.103
H -3.423 0.962 1.513 0.077
H -2.318 -0.201 2.822 0.121
N 0.111 -8.231 -0.895 -0.349
C -0.485 -4.064 -0.728 -0.118
H -0.839 2.106 -2.452 0.142
O -0.866 -8.944 -0.780 0.091
H 3.474 0.290 2.269 0.133
C 1.358 0.223 3.682 0.030
C 0.899 0.117 2.378 -0.158
H 1.506 2.439 0.306 0.121
H 0.355 5.852 0.287 0.132
C 0.343 4.771 0.425 -0.157
O 1.251 -8.623 -1.049 0.087
Ga -0.921 -0.238 0.031 0.570
H 1.337 2.214 -1.452 0.103
C -5.104 0.748 0.233 0.005
C -1.543 -4.922 -0.447 0.011
C -1.817 4.664 -0.567 -0.146
H -2.845 4.322 -0.430 0.134
H 4.235 -0.112 -3.077 0.116
C 0.907 2.694 -0.572 -0.182
H -2.067 2.550 0.949 0.110
C -1.042 2.890 0.801 -0.174
C -1.267 2.594 -1.573 -0.154
C -0.664 -2.595 -0.527 -0.554
H -1.641 -0.061 5.220 0.125
C 4.053 0.149 0.290 -0.225
S 1.965 -0.473 -1.419 1.079
H 1.914 -6.359 -1.405 0.125
C -2.857 0.076 -0.374 -0.204
N 1.189 -0.207 0.065 -0.250
C 0.759 -4.565 -1.093 0.008
C -5.541 0.336 -1.011 -0.276
C 0.128 4.480 -1.922 -0.152
H 2.409 0.337 3.906 0.118
C -4.677 -0.194 -1.951 0.013
H 5.706 0.533 1.596 0.121
C -1.356 -6.290 -0.523 0.024
H -5.058 -0.492 -2.919 0.127
H 7.349 0.654 -0.234 0.115
N -0.407 0.025 2.113 0.081
H -5.814 1.163 0.936 0.125
C 4.564 0.040 -2.056 -0.083
H -0.445 2.635 1.681 0.121
N -1.254 4.031 -1.759 -0.078
C -0.103 -6.776 -0.857 -0.132
N -1.037 4.329 0.632 -0.078
H -2.654 -0.755 -2.345 0.103
C 3.650 -0.041 -1.024 -0.418
O -0.578 -1.757 -1.461 -0.029
C -0.902 0.011 4.436 0.004
H 0.558 4.010 -2.808 0.132
C 5.384 0.395 0.570 -0.008
C 1.779 0.011 1.187 -0.309
F -6.841 0.455 -1.310 0.080
H -1.820 5.746 -0.697 0.132
H 0.935 4.524 1.310 0.129
H -2.293 2.256 -1.446 0.115
N 3.112 0.116 1.349 0.155
C 0.441 0.179 4.723 -0.008
H 0.777 0.253 5.748 0.127
C -1.283 -0.058 3.106 -0.055
C 5.901 0.300 -1.775 -0.061
H -2.508 -4.516 -0.174 0.130
O -0.885 -2.197 0.657 0.034
C -3.758 0.617 0.543 -0.123
H 1.568 -3.887 -1.335 0.116
H 6.614 0.371 -2.584 0.116
N 0.939 4.132 -0.750 -0.078
C -3.337 -0.329 -1.621 -0.095
H -2.157 -6.984 -0.314 0.126
H 0.144 5.562 -2.054 0.132
C 6.309 0.467 -0.465 -0.059
C 0.956 -5.934 -1.146 0.021
```

3.
Below is a molecular structure, C31H29MoN6STe in a non-equilibrium geometry, with properties calculated with ωB97M-V with the def2-TZVPD basis set.

The value obtained for the HOMO energy (spin up / spin down) is -15.84 / -15.84 eV. The total charge is +3.

The geometry in XYZ format:
```
69
Properties=species:S:1:pos:R:3:nbo_charge:R:1
H -0.446 -6.221 0.640 0.265
H 1.875 -0.657 -3.006 0.203
C -0.877 -0.148 -4.582 -0.188
H -4.621 -0.129 2.342 0.264
N -0.439 -0.998 -2.268 -0.768
H 4.937 -1.613 0.652 0.256
C 2.532 -0.956 -2.199 0.039
H 2.750 0.697 1.333 0.252
C -1.610 1.038 -2.606 0.110
C 0.657 0.270 2.674 -0.276
H 1.004 1.283 2.454 0.277
N -1.577 1.092 -1.241 -0.452
H -0.375 -0.986 -5.050 0.245
Mo -0.009 -0.190 -0.252 0.775
C -1.606 0.290 3.811 -0.214
H 2.595 5.281 3.527 0.266
H -2.147 -5.109 -0.831 0.267
N -0.485 -2.376 0.213 -0.493
H -1.435 0.749 -6.460 0.261
H 4.070 -1.556 -3.546 0.265
C 2.299 3.897 1.840 -0.210
H 0.327 -1.541 -2.655 0.425
C 1.905 4.716 2.919 -0.241
H -2.119 2.186 0.413 0.227
C 3.788 -1.435 -2.510 -0.211
C -0.475 -5.145 0.537 -0.088
N -1.396 0.059 1.443 -0.471
C -2.875 3.109 -1.371 -0.259
C -1.371 -3.164 -0.427 0.036
C -1.492 0.838 -5.384 -0.172
H 1.054 -0.021 3.651 0.239
C -2.895 3.071 -2.742 -0.050
C -2.165 1.883 -4.815 -0.153
C 3.003 -0.945 0.048 0.205
H 5.644 -2.146 -1.683 0.265
C 1.227 3.278 1.231 -0.628
C -2.728 -0.075 1.360 0.050
Te 1.347 2.180 -0.508 0.688
C -3.554 -0.017 2.466 -0.211
H -1.123 0.418 4.769 0.257
H -3.605 0.247 4.599 0.264
H 3.323 3.771 1.522 0.250
C -1.406 -4.535 -0.295 -0.216
N 2.098 -0.763 -0.939 -0.455
C 2.611 -0.387 1.378 -0.264
C 0.552 4.731 3.106 -0.351
C 4.663 -1.739 -1.480 -0.092
C 4.265 -1.463 -0.181 -0.208
C -2.192 2.113 -0.663 0.111
H -2.125 -2.676 -1.033 0.196
C -2.986 0.188 3.714 -0.099
H -1.177 -1.683 -2.131 0.410
H -3.394 3.843 -3.314 0.258
H -3.136 -0.228 0.370 0.220
C 0.381 -4.342 1.267 -0.213
H 1.996 -2.468 2.353 0.247
C 0.322 -2.964 1.105 0.226
H 1.071 -4.770 1.982 0.256
H 0.413 -2.063 2.980 0.252
S -0.262 3.756 1.963 0.451
C 1.023 -2.065 2.071 -0.277
C -0.943 -0.032 -3.223 0.144
H 3.223 -0.772 2.196 0.239
H -0.005 5.276 3.851 0.273
H -2.644 2.630 -5.434 0.255
C -0.840 0.214 2.659 0.211
C -2.242 2.012 -3.405 -0.011
N 1.176 -0.645 1.616 -0.390
H -3.353 3.907 -0.822 0.265
```

4.
Below is a molecular structure, C31H29N9O9S3Ti, with properties calculated with ωB97M-V with the def2-TZVPD basis set.

The value obtained for the HOMO energy is -2.42 eV. The calculation puts the energy relative to the best compared isomer or geometry (same formula, charge and spin) at 24.38 kcal per mole. The total charge is -2.

The geometry in XYZ format:
```
82
Properties=species:S:1:pos:R:3:lowdin_charge:R:1
C -1.547 -2.890 -1.228 -0.487
S -0.769 1.339 -1.730 0.828
C -3.018 0.971 0.248 -0.654
O -4.207 1.165 0.066 0.038
O 2.050 -2.694 5.266 0.084
H -1.452 -1.008 2.700 0.064
H -1.830 3.156 5.043 0.107
H 1.152 6.920 5.729 0.071
N 3.323 -4.548 4.955 0.126
N 0.589 3.664 -4.300 0.126
C -0.524 4.872 4.915 -0.056
H 0.436 -3.906 -3.223 0.117
C 1.876 1.469 -1.895 -0.709
N 4.168 2.287 -2.755 0.124
C -0.165 -1.933 -2.727 -0.501
N 4.114 -2.485 4.292 0.137
H 1.989 7.062 4.181 0.068
H -2.574 -3.734 -2.886 0.116
C 5.498 -7.350 3.951 -0.068
H 4.026 2.046 1.741 0.102
C 4.312 -5.133 2.782 -0.004
C 0.698 1.928 -2.393 -0.702
C 0.794 -2.610 1.580 -0.685
H 7.200 -7.498 1.089 0.074
N -1.281 -1.546 1.863 0.013
Ti -0.355 -0.282 0.054 0.801
C 4.075 -1.203 3.713 -0.192
H -1.015 5.410 5.720 0.105
H 6.158 1.299 2.810 0.092
O -2.179 1.102 3.669 -0.322
C -1.587 -3.834 -2.429 -0.097
H 1.181 2.944 2.042 0.113
H -0.711 -3.217 -4.373 0.108
C 1.171 4.752 3.228 -0.039
C 4.060 1.153 2.358 -0.157
H 5.952 -8.217 4.420 0.101
H 5.230 -5.789 0.980 0.117
C -0.476 -3.312 -3.315 -0.097
H -1.833 2.741 0.188 0.079
C 5.250 0.720 2.922 -0.082
C 3.137 1.927 -2.384 -0.282
H 5.902 -8.683 1.139 0.078
O 1.633 -3.462 1.853 0.026
O 0.158 0.387 3.469 -0.306
C 5.713 -7.110 2.601 -0.297
H 1.953 -1.136 3.294 0.086
O 0.529 -1.123 -3.300 0.030
H 2.012 5.196 2.707 0.107
N -0.767 -1.799 -1.493 0.048
C 6.537 -8.047 1.760 -0.066
H 6.176 -0.888 4.012 0.104
C 5.258 -0.491 3.591 -0.037
H 7.152 -8.698 2.382 0.066
H 0.316 7.596 4.335 0.075
C 4.726 -6.490 4.718 -0.036
C 0.718 3.498 2.850 -0.039
C 1.031 6.832 4.648 -0.067
C 0.556 5.456 4.261 -0.289
H 3.787 -4.318 2.303 0.100
C 4.128 -5.373 4.144 -0.251
C 3.055 -3.189 4.811 -0.535
H 4.989 -2.977 4.225 0.134
C -2.125 2.009 0.942 -0.224
H -2.135 -1.863 1.413 0.083
N -0.448 -2.624 2.174 0.042
S -0.882 1.296 3.044 0.551
C 2.909 -0.650 3.173 -0.061
H -2.731 2.508 1.699 0.112
H -0.552 -3.102 3.051 0.144
H 4.588 -6.678 5.777 0.105
H -1.478 -4.862 -2.086 0.109
O -2.370 -0.101 -0.107 -0.235
S 1.861 0.269 -0.660 0.782
C -0.360 2.934 3.518 -0.260
C 5.107 -5.988 2.039 -0.033
N -0.919 1.350 1.468 -0.285
H 2.677 -4.998 5.581 0.142
N 2.926 0.471 2.470 0.087
C -0.984 3.615 4.549 -0.053
O -2.171 -3.112 -0.205 0.032
C 0.646 2.886 -3.452 -0.274
O 0.938 -1.657 0.709 -0.271
```

no.,total energy (eV)
1,-99817.077
2,-118651.111
3,-61519.338
4,-120085.750